(1)
77
Properties=species:S:1:pos:R:3:forces:R:3:mulliken_charge:R:1 method="wB97M-V/def2-TZVPD" energy_ha=-10154.2337 lumo_ev=-8.31 gap_ha=0.071 charge=+1
C 5.23129 0.45208 0.19435 0.9467 0.2308 -1.4725 -0.850
C 4.54364 0.42562 1.29833 -0.3369 0.0042 1.0717 -0.774
C 3.10467 0.54328 1.17877 -0.2314 0.1260 0.8467 0.241
N 2.42011 -0.24916 0.46733 0.3320 -1.4150 -1.2015 1.416
C 0.96463 -0.02244 0.31438 0.8656 1.6315 1.0141 0.988
C 0.16969 -1.25670 0.54859 -1.1054 1.0237 -0.1375 0.774
C 0.50656 -2.41125 -0.27429 0.2952 -1.4883 0.7821 -0.869
C 1.54613 -3.38649 0.35465 -0.2457 -0.6651 -0.2180 -0.461
F 1.46793 -3.49304 1.73906 0.3251 -0.4255 -1.8261 -0.253
C 0.71104 0.78339 -0.98906 -1.4057 -0.7568 0.2540 -1.875
O 1.15694 0.16253 -2.15953 1.1776 0.5583 -0.0826 -0.288
C 2.49631 0.50985 -2.42372 0.3434 -0.7434 0.9145 -1.064
C 0.77315 1.11294 1.34874 -0.0857 -0.1547 0.4446 -1.293
C 2.18991 1.54062 1.78356 -1.2466 -0.3741 3.0266 0.872
I 2.24890 1.12896 3.93491 0.4299 -0.0693 0.0266 0.238
N 2.53110 2.95859 1.64514 0.3530 1.2594 -2.7920 -0.943
C 2.89103 3.13645 0.45536 0.1624 -2.6901 0.6188 1.244
S 3.07962 3.61204 -1.02070 0.1184 1.8294 1.3140 -0.496
H 4.77896 0.19148 -0.74672 -0.1153 0.6433 -0.4609 0.150
H 6.25422 0.78295 0.19014 0.5535 -0.7798 -0.0024 0.365
H 5.05761 0.28595 2.23034 -0.2772 0.9906 0.6899 0.526
H 2.95662 -0.99714 0.02653 -0.4912 -0.5279 0.1473 0.289
H 0.17500 -1.57401 1.81346 1.0787 -0.0149 0.4263 0.774
H -0.87677 -0.99378 0.33638 -0.0462 0.1333 0.6730 -0.629
H -0.41630 -2.95048 -0.43536 -0.1184 -0.3236 -0.0872 0.537
H 0.87862 -2.14268 -1.28413 -0.0233 0.2071 -0.0460 0.248
H 1.33614 -4.36154 -0.07811 -0.0410 -0.2287 0.0970 0.466
H 2.55801 -3.15160 0.04745 0.3035 0.2997 0.3195 0.027
H 1.09853 1.79355 -0.88628 0.1682 0.0076 -0.0608 0.704
H -0.36813 0.85819 -1.06770 -0.2463 0.0669 0.0484 0.399
H 2.62512 1.13002 -3.30866 -0.2063 -0.2122 -0.9542 0.683
H 3.07954 -0.40680 -2.46671 0.3048 -0.0003 -0.6995 0.273
H 2.89958 1.06548 -1.57773 0.0580 -0.0047 0.0452 -0.076
H 0.23711 0.76344 2.21472 -0.3029 -0.3164 0.0840 0.809
H 0.17629 1.92997 0.95402 -0.0053 0.2215 -0.0959 -0.505
F 0.87835 -1.83343 3.10440 -1.1335 1.5584 -1.1845 -0.558
Mg 1.02537 4.83202 1.09054 -0.5935 -0.4047 0.1630 0.588
Br 4.09701 5.64184 -2.62200 -0.2539 -0.1458 -2.2777 -0.455
C -1.35453 3.15598 -3.25224 0.0377 -0.0660 -0.3750 -0.059
C -2.82174 2.96134 -2.95233 -0.2286 -0.1075 -0.3356 -0.511
O -2.80865 2.69344 -1.54298 0.3170 0.2054 -0.0069 -0.138
C -1.70648 3.22087 -1.03065 -0.7817 -0.1943 -0.3563 0.554
O -1.49438 3.30655 0.14519 0.9764 0.4321 0.5412 -0.555
O -0.84985 3.64589 -1.99373 0.1906 -0.0677 0.1074 -0.280
H -1.17576 3.87136 -4.05052 0.0918 0.1762 0.1713 0.365
H -0.84782 2.21792 -3.49500 -0.0549 -0.0285 0.1012 0.061
H -3.41266 3.85901 -3.13454 0.0224 0.0306 0.0814 0.326
H -3.26004 2.13392 -3.50208 -0.0699 -0.1543 0.2695 0.322
Br -0.89533 -0.96519 -2.86369 -0.7677 -0.4399 -0.4677 -0.103
Be 3.28682 4.66665 -4.98691 0.3262 -0.6149 2.4405 0.371
O 4.69760 -2.57184 0.37099 0.4391 1.1984 -0.0159 -0.439
C 5.30418 -3.49929 0.90231 -4.5852 -3.6662 -1.9984 -0.375
C 6.80332 -2.80363 1.67711 4.0982 3.7855 1.7904 -0.060
O 7.38092 -3.73808 2.17985 -0.2658 -1.3623 0.0748 -0.351
H 5.68706 -4.30625 0.25707 1.2726 0.6591 -0.2218 0.416
H 4.80685 -4.04098 1.72391 0.5218 0.8897 1.0043 0.347
H 6.39236 -2.01105 2.33188 -1.1132 -0.5980 0.2269 0.175
H 7.28292 -2.26265 0.83958 -0.4447 -0.7738 -0.9143 0.255
Be 3.10699 3.00513 -3.00827 0.2390 1.6038 -1.2723 0.377
B -5.48610 -2.24685 0.83875 -0.5662 -0.6750 0.1598 1.447
O -5.23382 -3.63027 0.40850 -0.0955 0.6289 0.2619 -0.544
C -6.14447 -4.42079 0.97606 0.4081 -0.3754 -0.3645 0.548
O -6.21606 -5.59958 0.82977 -0.1035 -0.2222 0.0432 -0.578
C -7.06064 -3.55858 1.83571 -0.4440 0.5280 0.4386 0.503
O -7.97898 -3.94166 2.48547 -0.1757 -0.1824 0.0999 -0.573
O -6.66010 -2.28200 1.74644 0.8767 -0.4067 -0.6819 -0.479
O -4.28662 -1.67716 1.53524 -0.3931 0.1532 -0.5439 -0.573
C -3.90164 -0.62674 0.86116 0.9812 0.1931 0.9988 1.020
O -2.95622 0.08019 1.13772 0.0700 -0.1737 -0.3081 -0.773
C -4.81560 -0.42664 -0.33237 -0.7927 0.2499 -1.1126 0.170
O -4.71371 0.45349 -1.14092 0.3132 0.1778 -0.1243 -0.567
O -5.73183 -1.36896 -0.34316 0.6265 -0.1600 0.7192 -0.574
C -7.88332 2.05541 1.72314 0.1192 -0.0577 -0.0050 0.341
Cl -7.31703 2.86863 3.19126 -0.0005 0.0292 -0.0106 -0.129
Cl -9.63457 1.85840 1.80134 0.0164 0.0154 -0.0034 -0.106
Cl -7.46409 3.03859 0.31062 0.0080 0.0451 -0.0178 -0.120
Cl -7.12057 0.47468 1.58993 -0.3730 0.2747 0.1983 0.068

***

(2)
58
Properties=species:S:1:pos:R:3:forces:R:3:mulliken_charge:R:1 method="wB97M-V/def2-TZVPD" energy_ha=-1040.5988 lumo_ev=0.65 gap_ha=0.378 relative_energy_ev=8.462 smiles=COC[C@H](C)N.COC[C@H](C)N.CO.CO.CO.CO
C 2.36523 -0.82837 -2.19603 3.3696 -2.0833 -0.2477 -0.695
O 2.37661 0.02334 -1.12520 0.4992 -0.4092 2.4502 -0.189
C 3.15325 1.17711 -1.33632 -3.4337 1.1551 0.8783 -1.216
C 2.45567 2.33585 -0.49687 3.0109 -2.4401 -0.4379 0.937
C 1.25355 2.72560 -1.26859 3.4794 7.3688 0.4890 -0.342
N 3.39744 3.44841 -0.57750 -1.5505 2.4948 2.8639 -0.733
H 3.41252 -1.12253 -2.55734 -0.8039 0.9256 0.2683 0.314
H 1.88828 -0.30285 -2.92884 -1.4495 0.6812 -2.7557 0.273
H 2.01759 -1.84581 -2.05965 -1.0734 0.2498 0.8058 0.166
H 4.17991 1.13606 -1.14838 1.7546 -0.7470 0.4781 0.451
H 2.93999 1.44921 -2.33243 0.5184 0.5909 -1.6475 0.520
H 2.40440 1.85338 0.53731 -0.7649 1.0201 -1.1104 0.247
H 1.62174 3.40982 -2.21529 -0.8662 -2.1428 2.1093 0.173
H 0.77727 3.49610 -0.64726 -0.5581 -0.2037 -0.2875 0.308
H 0.64638 2.01644 -1.49656 -3.8929 -4.4515 -1.5105 -0.732
H 3.55722 3.94719 0.34645 -0.9820 -0.6388 -1.3713 0.261
H 4.29384 3.14998 -0.71632 2.8520 -1.3063 -0.9228 0.222
C -0.78213 0.96945 -3.73609 -3.5691 -1.6638 5.9939 -0.444
O -1.84571 1.71045 -2.92600 1.8117 0.7827 -0.8741 -0.475
C -2.14099 1.07942 -1.67074 1.7402 -3.7768 -3.6006 0.490
C -3.06525 1.84653 -0.77582 -1.9741 -1.3603 -0.5951 0.504
C -2.39433 3.08940 -0.33444 4.0504 -1.8873 0.4453 -1.152
N -3.49658 0.98525 0.31540 0.3793 -2.5801 0.7490 -0.558
H -1.12383 -0.08161 -3.67554 0.5490 0.2966 -0.4430 0.319
H 0.18516 1.09568 -3.35521 1.2942 0.0901 1.1419 -0.088
H -0.77513 1.35221 -4.63033 -0.5571 2.0074 -5.0257 0.444
H -2.58106 0.04272 -2.23640 0.6078 1.8871 2.9168 0.192
H -1.09137 0.84831 -1.19347 -2.1977 0.1634 -0.1947 -0.752
H -4.02288 2.09446 -1.25039 0.5182 0.3781 -1.0038 0.294
H -2.82650 3.67566 0.39178 -1.6946 1.3731 1.3055 0.526
H -2.19926 3.58968 -1.25978 0.3913 0.8927 -0.2269 0.379
H -1.35093 2.80492 0.19202 -2.0316 0.5391 -1.4242 -0.097
H -4.14035 0.13382 0.19632 1.3239 2.0642 -0.6712 0.262
H -3.94156 1.58606 0.94961 -0.7302 0.5747 1.3699 0.219
C -0.40037 -3.30394 3.66152 0.3397 -0.6469 -2.7583 -0.567
O -1.30854 -3.83040 2.62375 1.4907 -5.0534 5.9840 -0.521
H 0.59902 -3.13300 3.21719 0.0624 -0.9691 0.3698 0.216
H -0.37294 -3.80056 4.61960 -0.2946 -0.5491 -0.2185 0.304
H -0.67328 -2.31753 3.74656 -1.0280 2.4878 1.1098 0.211
H -1.36108 -3.18912 2.03454 -0.6557 4.7663 -4.5237 0.383
C 0.93437 -5.51078 0.44484 3.9203 0.2430 3.1838 -0.688
O 1.32539 -6.81867 0.14477 2.3336 -1.9770 1.3468 -0.572
H 1.32081 -4.90264 1.39282 -0.5616 -1.7637 -1.8609 0.142
H -0.03390 -5.59264 0.44326 -5.6477 0.0425 0.8989 0.397
H 1.12337 -5.05607 -0.41978 1.1888 3.2017 -3.1665 0.428
H 2.26888 -6.97741 0.39220 -1.2453 0.2664 -0.3940 0.292
C -0.06087 -1.30487 0.67733 0.0209 -1.5477 1.5514 0.557
O -1.45641 -1.73710 0.64196 -0.2275 1.7373 -0.9243 -0.646
H 0.10586 -0.90044 1.65060 0.2024 0.3066 1.0758 0.105
H 0.18807 -0.49112 0.06552 0.1255 0.7573 -1.6167 -0.491
H 0.73978 -2.13018 0.61072 -1.8011 0.7839 -0.4871 0.188
H -2.05721 -0.91139 0.49343 1.7389 -1.8526 0.5044 0.228
C -1.28145 1.72579 3.21037 -0.4197 -3.4032 1.4086 -0.104
O -0.15903 0.96912 3.60783 2.5612 -1.0937 -0.1329 -0.530
H -1.45659 1.69126 2.16858 0.4135 0.0636 -1.1988 -0.260
H -1.01879 2.66147 3.58024 -1.2421 2.1742 0.6277 0.318
H -2.01010 0.98933 3.63212 -1.1627 2.1321 -0.0152 0.293
H -0.10320 0.97956 4.57796 -0.1331 0.0488 -0.6791 0.290